(1)
Below is a molecular structure, C28H58N10SV, with properties calculated with wB97M-V/def2-TZVPD.

Total energy: -81378.792 eV
F_max: 0.23 eV Å⁻¹
Orbital gap (alpha / beta): 0.222 / 0.275 hartree

Structure (ORCA input):
```
! RIJCOSX wB97M-V def2-TZVPD def2/J DEFGRID3
* xyz 3 3
V -0.17550 0.51481 1.48285
C 0.49535 0.47466 4.34308
C 0.00683 -0.94818 4.14523
N -0.00437 -1.29512 2.69670
C -1.07792 -2.25481 2.32842
C -2.46599 -1.67644 2.57188
S -2.60141 0.07104 2.04758
C -2.63853 0.96026 3.65069
C -1.49660 1.95071 3.79970
N -0.17085 1.41238 3.39118
H 0.34244 0.79749 5.37504
H 1.56588 0.53211 4.13608
H 0.63571 -1.63985 4.70773
H -0.99919 -1.06638 4.53547
H 0.89177 -1.71556 2.46466
H -0.95097 -2.47231 1.26680
H -0.97662 -3.19138 2.88360
H -3.20528 -2.23489 2.00198
H -2.78078 -1.72900 3.61221
H -3.58523 1.49547 3.70560
H -2.65444 0.21685 4.44380
H -1.68072 2.81644 3.16142
H -1.45901 2.30882 4.83181
H 0.44419 2.21864 3.31333
C 5.27728 0.39798 2.22210
N 3.87390 0.83685 2.24510
C 3.69268 2.18634 2.77155
C 2.89042 0.17368 1.62952
N 1.81519 0.80764 1.08566
C 2.04121 1.89761 0.20505
C 3.26948 2.26160 -0.34656
C 3.34265 3.28863 -1.27126
C 2.18825 3.93492 -1.69905
C 0.96054 3.56178 -1.18393
C 0.88588 2.56588 -0.21083
N -0.32500 2.10258 0.37256
C -1.45493 2.89322 0.19698
N -2.54083 2.32216 -0.31434
C -2.45936 1.15320 -1.19448
C -3.90582 2.79489 -0.06272
N -1.44804 4.17514 0.56743
C -2.24521 5.20730 -0.11497
C -0.44829 4.72595 1.48078
N 2.92113 -1.17477 1.57736
C 3.65970 -2.00388 2.53328
C 2.36992 -1.90535 0.43039
H 5.88328 1.24444 1.89837
H 5.41239 -0.40777 1.50802
H 5.62081 0.08641 3.20746
H 4.17874 2.92378 2.13190
H 4.13754 2.23441 3.76532
H 2.63527 2.42983 2.82888
H 4.17327 1.72518 -0.08979
H 4.30211 3.56326 -1.68823
H 2.24442 4.70930 -2.45171
H 0.06171 4.03787 -1.55671
H -2.92133 1.40717 -2.14949
H -3.01782 0.32683 -0.75299
H -1.42580 0.85804 -1.36316
H -3.92693 3.45696 0.79793
H -4.51924 1.91904 0.14837
H -4.32803 3.30479 -0.92743
H -2.64877 4.82112 -1.04519
H -1.57712 6.03562 -0.34930
H -3.05116 5.58091 0.51451
H 0.09734 3.92861 1.97611
H -0.95297 5.34778 2.22034
H 0.26760 5.34067 0.93433
H 3.86288 -1.44360 3.44169
H 4.59716 -2.37887 2.12308
H 3.04291 -2.86961 2.78175
H 3.17878 -2.27401 -0.20356
H 1.71687 -1.26504 -0.15809
H 1.80779 -2.77377 0.78248
C -2.54077 -2.74053 -0.94108
N -1.12265 -2.45128 -1.16815
C -0.37499 -3.68993 -0.92129
C -0.96139 -2.08359 -2.58727
C 0.40306 -1.54245 -2.96803
N 0.60398 -0.11909 -2.67689
C -0.09296 0.68942 -3.68231
C 2.03213 0.17332 -2.80238
H -2.87873 -3.62104 -1.50268
H -3.15651 -1.89675 -1.25254
H -2.73041 -2.94158 0.11415
H -0.72428 -4.50505 -1.56843
H -0.50289 -4.02346 0.11100
H 0.68875 -3.54976 -1.10677
H -1.73176 -1.35278 -2.83929
H -1.16515 -2.96672 -3.20942
H 0.55962 -1.72479 -4.04160
H 1.18281 -2.11040 -2.45530
H 0.32022 0.52614 -4.68682
H 0.01057 1.74923 -3.44196
H -1.15351 0.44637 -3.71982
H 2.42891 -0.15366 -3.77391
H 2.59900 -0.33485 -2.01932
H 2.19820 1.24439 -2.71549
*
```



(2)
Below is a molecular structure, C20H33I2N6NiOSeSi at a distorted geometry, with properties calculated with wB97M-V/def2-TZVPD.

Energy above the lowest of the compared OMol25 structures with the same formula, charge and spin: 0.00 kJ/mol
Total energy: -162728.851 eV
F_max: 1.23 eV Å⁻¹
Orbital gap (alpha / beta): 0.271 / 0.236 hartree

Structure (ORCA input):
```
! RIJCOSX wB97M-V def2-TZVPD def2/J DEFGRID3
* xyz 1 3
Ni 0.09099 -0.27494 0.16690
C 2.28083 -0.46358 2.11634
N 1.00858 0.27457 1.84742
C 0.14560 0.14896 3.06630
N 0.81367 0.66414 4.24164
C 2.06400 -0.07945 4.44577
N 2.95771 0.04902 3.28818
C 3.25179 1.47144 3.08704
N 2.02603 2.24923 2.85828
C 1.35805 1.72525 1.68800
C 1.14667 2.07460 4.02108
H 2.91460 -0.35816 1.23891
H 2.03356 -1.51600 2.26037
H -0.09473 -0.90756 3.20218
H -0.77360 0.70349 2.89222
H 1.83420 -1.13269 4.61028
H 2.56867 0.31394 5.32729
H 3.91583 1.58575 2.22923
H 3.75394 1.85846 3.97264
H 2.00871 1.82315 0.81628
H 0.43220 2.27575 1.50852
H 0.22714 2.64191 3.86584
H 1.65132 2.46233 4.90503
C -5.81637 1.48871 2.44199
N -4.66204 0.69626 2.04918
N -3.62293 1.20150 1.30569
C -2.66078 0.24355 1.18848
O -1.61007 0.49753 0.50173
C -3.11743 -0.88582 1.87449
C -4.35501 -0.56442 2.39032
C -5.28429 -1.41615 3.18628
C -3.60161 2.53148 0.78430
C -4.62566 2.96387 -0.04094
C -4.60146 4.26273 -0.52840
C -3.54654 5.10673 -0.21038
C -2.51220 4.65267 0.59888
C -2.54219 3.36409 1.10693
H -5.52860 2.53212 2.53744
H -6.15314 1.12880 3.40999
H -6.62763 1.40220 1.72116
H -2.62115 -1.83353 1.97552
H -4.87191 -2.41937 3.25689
H -6.26668 -1.47392 2.71668
H -5.41493 -1.02417 4.19639
H -5.42485 2.28731 -0.31768
H -5.40262 4.60910 -1.16721
H -3.52861 6.11712 -0.59578
H -1.68642 5.30711 0.84396
H -1.75418 3.00074 1.75321
C 4.59480 -1.98619 -0.04942
Si 3.48474 -2.49211 -1.42512
C 2.96892 -4.25158 -1.30987
C 4.17226 -2.06291 -3.07459
Se 1.49043 -1.22092 -1.44924
H 5.55413 -2.49763 -0.18042
H 4.20229 -2.27229 0.92688
H 4.79072 -0.91280 -0.05981
H 3.81744 -4.87883 -1.60217
H 2.14132 -4.47042 -1.98655
H 2.67457 -4.53470 -0.29908
H 5.10516 -2.61730 -3.22145
H 4.39590 -0.99866 -3.15902
H 3.48517 -2.34065 -3.87478
I 0.01115 -2.83418 0.20045
I -1.47277 -4.44408 2.11133
*
```



(3)
Below is a molecular structure, C3H4N2OS at a distorted geometry, with properties calculated with wB97M-V/def2-TZVPD.

Energy above the lowest of the compared OMol25 structures with the same formula, charge and spin: 447.21 kJ/mol
Total energy: -19034.413 eV
F_max: 7.87 eV Å⁻¹
Orbital gap: 0.354 hartree

Structure (ORCA input):
```
! RIJCOSX wB97M-V def2-TZVPD def2/J DEFGRID3
* xyz 0 1
C -1.95058 0.63809 0.08883
C 0.28092 -0.50591 -0.00004
C 2.36506 -0.60563 0.08660
H -1.33673 1.45813 -0.60521
H -2.01841 0.70776 1.30627
H -3.21113 0.65788 -0.49646
H 3.21834 -1.24740 0.12326
N 1.30266 -1.42534 -0.07709
N 2.12069 0.69562 -0.15864
O 0.68684 0.63722 -0.13654
S -1.45766 -1.01042 -0.13097
*
```



(4)
Below is 8 unconnected molecules or ions with the total composition H16O8 at a distorted geometry, with properties calculated with wB97M-V/def2-TZVPD.

Energy above the lowest of the compared OMol25 structures with the same formula, charge and spin: 490.75 kJ/mol
Total energy: -16636.924 eV
F_max: 3.39 eV Å⁻¹
Orbital gap: 0.329 hartree

Structure (ORCA input):
```
! RIJCOSX wB97M-V def2-TZVPD def2/J DEFGRID3
* xyz 0 1
H 0.07870 -0.99583 -0.02983
H 0.21609 0.37783 -0.66562
H -2.48883 0.69421 0.35934
H -1.87376 1.60751 1.40701
H 3.25082 2.83989 -2.36905
H 3.70030 3.43313 -1.04388
H -1.54064 4.91593 0.84885
H -0.45301 3.99004 1.36830
H -1.86869 -1.99493 -1.69662
H -1.65089 -0.75803 -2.55259
H 2.01677 -3.07755 -0.71269
H 2.93838 -4.18749 -0.23444
H -4.09995 -1.07621 0.24991
H -4.87255 -2.38498 0.23474
H 3.37239 -1.67242 3.19252
H 2.84605 -2.23450 1.88215
O -0.44286 -0.25424 -0.35696
O -1.64826 1.07743 0.63425
O 3.67997 2.60602 -1.53831
O -0.62478 4.65799 0.69501
O -1.18198 -1.38664 -1.99227
O 2.92098 -3.24232 -0.42244
O -4.99679 -1.42921 0.24206
O 2.72252 -1.50560 2.50055
*
```